{"formula": "C68H81BNO17", "method": "ωB97M-V with the def2-TZVPD basis set", "elements": ["O", "O", "O", "O", "O", "O", "O", "O", "O", "O", "O", "O", "O", "O", "O", "O", "O", "N", "C", "C", "C", "C", "C", "C", "C", "C", "C", "C", "C", "C", "C", "C", "C", "C", "C", "C", "C", "C", "C", "C", "C", "C", "C", "C", "C", "C", "C", "C", "C", "C", "C", "C", "C", "C", "C", "C", "C", "C", "C", "C", "C", "C", "C", "C", "C", "C", "C", "C", "C", "C", "C", "C", "C", "C", "C", "C", "C", "C", "C", "C", "C", "C", "C", "C", "C", "C", "B", "H", "H", "H", "H", "H", "H", "H", "H", "H", "H", "H", "H", "H", "H", "H", "H", "H", "H", "H", "H", "H", "H", "H", "H", "H", "H", "H", "H", "H", "H", "H", "H", "H", "H", "H", "H", "H", "H", "H", "H", "H", "H", "H", "H", "H", "H", "H", "H", "H", "H", "H", "H", "H", "H", "H", "H", "H", "H", "H", "H", "H", "H", "H", "H", "H", "H", "H", "H", "H", "H", "H", "H", "H", "H", "H", "H", "H", "H", "H", "H", "H"], "coordinates": [[8.335495, 1.161045, 4.277865], [2.169827, -1.001772, -1.460396], [-0.774989, 10.112691, -0.334062], [-7.926182, 7.638408, -3.793091], [-0.208928, -5.067063, -8.845788], [-1.930666, -1.774994, 2.677676], [2.311139, -2.269247, 0.631785], [-3.446233, 5.633277, -1.821965], [5.546959, -4.073954, 7.731631], [-2.822765, -8.803058, -2.765269], [8.334219, -0.339271, -0.788641], [-3.170879, -8.233761, 2.484198], [-0.470714, -4.496505, -3.594653], [0.991085, -2.699326, 7.006457], [3.274352, 3.391300, -2.772260], [3.439224, -0.452906, 10.964035], [-1.807569, 6.121788, 2.979613], [3.312074, 1.660676, -1.217132], [-3.224814, -0.649131, -3.482759], [-0.497516, 9.202242, 1.816180], [-1.785027, -1.849415, 4.998985], [0.939717, -2.631147, 4.625960], [3.278572, -1.628753, 8.933398], [-1.216632, -1.989893, 3.638051], [8.335560, 0.818821, 3.113684], [5.062157, -3.241408, 8.469968], [-2.929170, -3.174966, -2.821889], [-3.453035, 2.841617, 2.202398], [-2.083824, 7.031394, 0.832695], [-2.089970, -7.662241, -0.843648], [-3.089427, -8.361078, 1.282543], [3.808788, -2.536858, 8.119263], [8.823168, 1.347754, 0.771300], [7.851333, -0.519235, 2.705820], [-6.659890, 7.126343, -1.879928], [5.705776, -2.895394, 9.759586], [0.356269, -2.490131, 5.985025], [-2.177492, -7.516567, 0.476395], [-4.711887, 6.144725, -3.733958], [-1.011916, 9.198609, 0.425355], [-3.813284, -9.516944, -0.756235], [-5.533848, 6.620727, -1.384464], [-3.901260, -9.372393, 0.562596], [-0.268807, -4.937017, -7.640646], [-1.825158, 8.035453, -0.000449], [-2.440151, -0.099540, -4.722516], [-0.458255, 1.975658, 0.934526], [4.643538, -0.477927, -1.737753], [-1.357933, 3.017616, -1.275519], [-1.058983, -2.080595, 6.079723], [-0.768467, -3.266118, -0.273296], [-5.838198, 6.650375, -4.229384], [0.485300, -3.780679, -5.613245], [8.821524, 1.724957, 2.046384], [0.207429, -2.396446, 3.528936], [-1.758661, -2.053324, -0.215240], [-1.166593, -5.784051, -6.820391], [-0.953543, 3.184325, 1.779911], [0.551750, -3.925543, -6.934638], [-1.569720, 7.035295, 2.223938], [-3.264644, -2.411036, -0.349408], [4.623889, 1.078765, -1.580457], [-3.618550, -3.423095, -1.468219], [-1.518150, 2.000431, -3.568921], [-2.900482, -8.671578, -1.562473], [7.853467, -0.895419, 1.432825], [-2.020936, 2.740413, 2.829717], [2.845428, 2.370822, -2.367025], [-0.755495, 8.198292, 2.649995], [-2.437800, 1.469321, -4.750743], [3.384768, 2.511692, -0.023399], [-4.471969, 6.091671, -2.272826], [8.337618, 0.005906, 0.367854], [0.486343, -2.914344, -1.176345], [5.176398, -1.987260, 10.572492], [3.448806, -1.406146, 0.518590], [1.715780, 1.675116, -3.139524], [2.288321, 3.600778, 0.063448], [-6.900239, 7.179888, -3.341595], [-3.670374, -2.132580, -3.720276], [-0.412452, -4.627861, -4.792661], [-1.235786, 1.754135, -0.391864], [-2.342404, 2.756428, -2.480827], [-1.234254, -5.640567, -5.499335], [3.487212, -1.243360, -1.043612], [3.920593, -1.282085, 10.222065], [1.383578, -1.750097, -0.433980], [-0.775726, 2.663285, -4.031185], [9.170819, 2.699857, 2.362447], [2.324562, 4.007697, 1.091092], [1.318886, 2.298692, -3.945096], [-3.828131, 3.861723, 2.390551], [-1.085932, 1.116479, -3.082233], [-1.859999, 1.709002, 3.175223], [1.201483, -3.317228, -7.550841], [-2.538789, -0.592048, -2.624626], [-4.723396, -3.426245, -1.549941], [-1.971110, 3.401963, 3.708475], [-0.388079, 8.182531, 3.668226], [-4.562281, -9.979523, 1.168127], [-2.675390, 6.172583, 0.537183], [-1.397812, -0.453598, -4.689344], [0.173234, -2.468889, -2.137084], [-3.196195, 2.125770, -2.194352], [-1.670697, -1.588003, 0.798616], [0.617407, -2.494312, 2.530670], [-1.860025, -2.951626, -2.716743], [0.094139, 10.060105, 2.109329], [6.622038, -3.420735, 9.997616], [2.362208, -1.105824, 8.693971], [-2.191935, 8.049921, -1.019027], [-5.340594, 6.572170, -0.319988], [-1.465535, -1.984299, 7.078975], [-0.087992, 3.560706, 2.354247], [-0.675702, 1.007439, -0.976535], [1.076587, -3.046384, -5.079205], [-1.884723, -6.249694, -4.883112], [-3.925629, 5.752672, -4.366815], [-1.592798, -6.782456, 1.016914], [0.951229, 1.292552, -2.451912], [-1.232044, -4.229307, -0.550842], [-1.341120, 4.023499, 1.189401], [-2.629746, 3.741039, -2.868482], [9.173798, 1.993906, -0.023515], [-0.364009, -3.410363, 0.747811], [-0.390839, 3.258835, -1.753471], [-3.811944, -1.474769, -0.590142], [1.978772, -2.932401, 4.570348], [-3.354299, -4.425584, -1.079683], [4.385010, 2.964963, 0.138911], [-3.434709, 2.671899, 1.118273], [4.889152, 1.492633, -2.574176], [2.575322, 4.424449, -0.602533], [-3.643805, -2.743196, 0.634485], [7.503028, -1.870161, 1.117338], [0.625080, 1.984414, 0.731644], [-0.628850, 1.073585, 1.544791], [1.086822, -3.822269, -1.363110], [3.352395, -2.799829, 7.175637], [-4.089885, 2.083183, 2.680420], [-4.069847, 0.022907, -3.264718], [-4.397463, -10.249876, -1.298302], [-1.761547, 3.898974, -0.757467], [4.675183, -0.768730, -2.797954], [3.231700, 1.841077, 0.845542], [-7.445900, 7.517909, -1.246987], [-1.436435, -1.281386, -0.928708], [-1.428387, -7.053671, -1.449209], [-3.381529, -2.359324, -4.764093], [5.430115, 1.430505, -0.912036], [-2.003132, 1.814801, -5.703193], [4.386889, -1.856480, 0.902142], [1.269400, 3.230702, -0.093640], [2.188847, 0.774059, -3.577741], [-2.976229, -4.124019, -3.392335], [7.500441, -1.165667, 3.493250], [-3.438820, 1.887442, -4.567376], [0.703952, -0.953275, 0.215903], [3.654857, -2.291977, -1.400038], [5.577144, -0.821510, -1.254522], [-2.824887, -1.551292, 5.057220], [-1.757764, -6.517836, -7.353512], [-2.956838, -0.412970, -5.647120], [3.261542, -0.506113, 1.140368], [5.631481, -1.721916, 11.518211], [-2.251747, 1.401091, -0.152234], [-6.031428, 6.698453, -5.293312], [-4.763382, -2.235357, -3.625023]], "forces_ev_per_a": [[0.03, 0.01, -0.03], [0.89, 0.36, 0.47], [0.01, 0.12, -0.04], [-0.10, 0.05, -0.04], [0.00, -0.03, -0.10], [0.34, -0.16, 0.85], [1.35, 0.05, -0.15], [0.11, 0.19, 0.15], [0.03, 0.02, 0.06], [-0.03, -0.05, -0.11], [0.08, -0.07, -0.45], [-0.04, -0.04, 0.13], [0.14, -0.36, 0.00], [0.03, 0.03, -0.37], [1.32, 2.43, -0.35], [0.00, 0.07, 0.12], [-0.08, -0.08, 0.23], [0.78, 0.78, 0.15], [0.52, -0.18, -0.60], [0.02, -0.05, 0.13], [-0.23, 0.08, -0.03], [-0.29, 0.10, -0.07], [0.00, 0.00, -0.04], [-0.39, 0.12, -0.10], [-0.04, 0.04, 0.16], [0.00, -0.08, -0.14], [-1.31, -0.31, -0.54], [0.60, 0.00, 0.70], [-0.06, -0.03, -0.05], [0.10, 0.11, 0.04], [0.06, 0.09, -0.02], [0.06, 0.04, -0.04], [0.04, 0.12, 0.06], [0.02, 0.00, -0.02], [0.06, -0.01, 0.12], [0.09, 0.00, 0.12], [0.12, -0.06, 0.09], [0.06, 0.04, -0.07], [-0.03, 0.01, -0.14], [-0.01, -0.04, -0.05], [-0.08, -0.08, 0.08], [-0.11, 0.04, 0.06], [-0.07, -0.09, -0.09], [0.02, 0.03, -0.01], [-0.07, -0.06, 0.01], [-1.24, 1.21, 0.22], [-0.65, -0.33, -0.12], [-0.52, 0.73, 1.17], [-1.13, -0.47, -0.82], [-0.06, 0.00, 0.31], [0.90, 0.71, -0.27], [0.12, -0.05, -0.03], [0.09, 0.14, -0.14], [0.04, 0.07, -0.10], [0.22, -0.09, 0.12], [-0.19, -0.36, 0.91], [-0.05, -0.03, 0.09], [0.66, -0.87, 1.10], [0.02, 0.04, 0.09], [0.00, -0.01, -0.15], [0.20, 0.64, -0.64], [0.15, -0.63, -1.09], [0.18, -0.13, 0.99], [-1.90, -0.09, -0.67], [0.06, 0.09, -0.01], [-0.08, -0.18, 0.08], [-0.53, 0.61, -0.95], [-2.40, -2.15, -0.43], [0.09, 0.14, 0.01], [1.37, -0.59, 1.20], [-0.60, -0.24, 0.95], [-0.08, -0.01, -0.04], [-0.04, 0.09, 0.14], [-0.45, 0.30, 1.26], [0.11, -0.05, 0.05], [-0.66, -0.43, -0.61], [0.90, -0.63, 0.42], [1.09, 0.38, 0.33], [-0.01, -0.01, -0.02], [1.06, 0.40, 0.27], [0.04, -0.02, -0.05], [0.50, 0.88, 0.13], [2.10, -0.17, -0.17], [-0.09, -0.10, -0.11], [0.73, -1.04, -0.34], [-0.10, 0.02, -0.10], [-1.21, -0.15, 0.16], [0.05, -0.25, 0.61], [-0.02, -0.01, 0.05], [-0.10, -0.17, -0.33], [0.18, 0.00, 0.34], [-0.13, -0.44, -0.13], [0.35, 0.43, -0.30], [0.23, 0.28, -0.19], [-0.01, -0.02, -0.04], [-0.36, -0.06, -0.05], [0.40, -0.07, -0.32], [-0.06, -0.23, -0.24], [-0.01, -0.05, 0.01], [0.01, 0.03, 0.04], [0.06, -0.01, -0.02], [-0.34, -0.05, -0.27], [-0.06, -0.39, 0.21], [0.04, 0.40, 0.05], [0.13, -0.26, -1.51], [0.13, 0.10, -0.17], [-0.41, 0.16, 0.11], [0.00, 0.02, -0.05], [0.00, -0.03, -0.04], [-0.02, -0.03, 0.01], [0.05, 0.00, -0.01], [0.03, -0.03, 0.00], [0.07, -0.02, 0.03], [-0.21, 0.05, -0.29], [-0.47, -0.14, 0.35], [-0.03, -0.02, 0.08], [0.02, 0.01, 0.04], [0.03, -0.03, 0.05], [-0.03, 0.01, 0.01], [0.30, 0.13, -0.23], [-0.10, 0.39, -0.10], [0.13, -0.25, 0.12], [-0.36, -0.43, 0.00], [-0.03, -0.04, -0.04], [-0.22, -0.14, -0.31], [-0.24, 0.17, 0.50], [0.21, -0.25, 0.29], [-0.02, 0.01, -0.03], [-0.01, 0.27, -0.36], [-0.36, 0.04, -0.34], [-0.02, -0.05, 0.30], [0.19, -0.09, 0.46], [-0.51, -0.18, 0.01], [0.06, -0.08, -0.44], [-0.02, 0.03, -0.05], [-0.74, -0.08, 0.29], [0.23, 0.17, -0.22], [-0.15, 0.26, -0.11], [-0.03, -0.04, 0.05], [-0.17, 0.43, -0.26], [0.12, -0.27, -0.12], [0.02, 0.02, -0.04], [0.41, -0.28, 0.13], [-0.07, 0.14, 0.30], [0.15, 0.12, -0.35], [-0.03, 0.01, -0.04], [-0.20, -0.36, -0.03], [-0.03, 0.02, -0.02], [-0.40, -0.02, 0.31], [-0.52, -0.16, 0.04], [-0.48, -0.04, 0.20], [-0.39, -0.17, -0.17], [0.66, 0.38, -0.42], [-0.33, 0.19, 0.19], [0.07, 0.28, 0.34], [-0.06, -0.06, 0.17], [0.09, -0.27, -0.53], [-0.59, 0.39, -0.21], [0.53, 0.19, 0.56], [-0.29, -0.13, -0.40], [0.01, 0.00, -0.08], [0.02, 0.01, -0.04], [0.38, -0.28, 0.28], [0.12, 0.16, -0.63], [-0.03, 0.04, 0.02], [0.35, -0.16, -0.24], [-0.04, 0.02, 0.01], [0.36, -0.08, -0.03]], "lowdin_charge": [0.100, -0.049, 0.101, 0.105, 0.088, 0.098, -0.104, 0.091, 0.103, 0.097, 0.108, 0.105, 0.099, 0.070, 0.110, 0.099, 0.111, -0.071, -0.188, 0.017, 0.020, 0.037, 0.022, -0.344, -0.389, -0.383, -0.202, -0.095, 0.024, 0.026, -0.389, 0.020, 0.021, 0.023, 0.022, 0.014, -0.370, 0.028, 0.031, -0.389, 0.015, 0.028, 0.016, -0.396, 0.026, -0.206, -0.188, -0.091, -0.189, 0.008, -0.188, 0.023, 0.039, 0.017, 0.063, -0.218, 0.015, -0.207, 0.015, -0.377, -0.199, -0.145, -0.212, -0.209, -0.389, 0.022, -0.236, -0.512, 0.023, -0.190, -0.218, -0.369, -0.398, -0.114, 0.013, -0.159, 0.018, -0.082, -0.390, -0.174, -0.373, -0.184, -0.186, 0.028, -0.343, -0.389, -0.742, 0.094, 0.120, 0.081, 0.070, 0.060, 0.080, 0.089, 0.119, 0.086, 0.102, 0.088, 0.121, 0.119, 0.100, 0.112, 0.071, 0.105, 0.067, 0.107, 0.080, 0.119, 0.119, 0.116, 0.114, 0.121, 0.119, 0.101, 0.090, 0.129, 0.119, 0.125, 0.126, 0.062, 0.078, 0.072, 0.076, 0.121, 0.083, 0.105, 0.100, 0.122, 0.087, 0.109, 0.054, 0.116, 0.071, 0.100, 0.125, 0.074, 0.096, 0.090, 0.101, 0.064, 0.103, 0.118, 0.075, 0.107, 0.105, 0.122, 0.077, 0.123, 0.090, 0.107, 0.095, 0.107, 0.036, 0.096, 0.093, 0.121, 0.094, 0.115, 0.144, 0.093, 0.122, 0.118, 0.098, 0.107, 0.118, 0.105, 0.122, 0.102], "orbital_gap_ev": 3.73, "total_charge": -1, "multiplicity": 1, "homo_energy_ev": -4.2}


{"formula": "C20H14N2O9S2V", "method": "ωB97M-V with the def2-TZVPD basis set", "elements": ["V", "S", "S", "O", "O", "O", "O", "O", "O", "O", "O", "O", "N", "N", "C", "C", "C", "C", "C", "C", "C", "C", "C", "C", "C", "C", "C", "C", "C", "C", "C", "C", "C", "C", "H", "H", "H", "H", "H", "H", "H", "H", "H", "H", "H", "H", "H", "H"], "coordinates": [[0.104451, -0.174059, 0.606698], [2.368231, 0.699208, -1.612400], [0.764840, -2.401968, -1.672037], [0.090532, -3.562827, -2.195237], [0.484731, 1.544618, 1.525378], [-0.669049, 4.921984, -0.724556], [2.111907, -2.579738, -1.214289], [1.788124, 0.142375, -0.347765], [2.193402, 2.131396, -1.646588], [3.690358, 0.197528, -1.845366], [-1.329751, -0.994309, 1.559328], [-0.112992, -1.740277, -0.641637], [-0.868712, 2.398193, -0.108206], [-1.272910, 1.081404, -0.106062], [0.077325, 2.536141, 0.795900], [0.473814, 0.574359, -5.138541], [-4.304382, -2.856926, 0.716944], [-4.235895, -0.919453, -0.675615], [1.659486, 4.027683, 1.961262], [-0.097180, -0.686392, -5.205904], [1.335980, 0.071906, -2.941493], [0.887051, 6.214262, 0.452731], [2.258586, 5.251668, 2.182664], [-2.450272, -1.309295, 0.941290], [-4.869518, -2.078739, -0.299542], [-3.134991, -2.474728, 1.329720], [1.863242, 6.347432, 1.419851], [-2.472506, 0.768727, -0.425865], [0.667061, 3.869878, 0.995015], [0.279256, 4.979119, 0.224654], [0.036689, -1.560642, -4.139595], [-3.025398, -0.519915, -0.089904], [0.750369, -1.195103, -3.003674], [1.182788, 0.948404, -4.009422], [2.327197, 7.313626, 1.577417], [-3.115943, 1.535059, -0.855557], [-0.655497, -0.991769, -6.081954], [3.032004, 5.354297, 2.932008], [-0.412295, -2.542982, -4.161314], [-0.991682, 3.990802, -0.764012], [-5.791024, -2.383020, -0.777154], [0.366263, 1.272483, -5.959104], [0.574022, 7.053451, -0.154521], [-4.665359, -0.290279, -1.447511], [1.954409, 3.153086, 2.524529], [-2.689343, -3.073008, 2.113456], [-4.790601, -3.774357, 1.025476], [1.622979, 1.932600, -3.930598]], "forces_ev_per_a": [[-0.09, -0.05, 0.25], [0.11, 0.27, -0.16], [-0.03, -0.15, -0.15], [-0.01, 0.05, 0.04], [0.04, -0.05, -0.12], [0.01, 0.07, 0.00], [0.01, 0.04, -0.02], [-0.05, -0.21, 0.09], [-0.01, -0.05, 0.02], [-0.01, -0.03, 0.04], [0.21, 0.09, -0.14], [0.04, 0.17, 0.16], [0.00, 0.16, 0.01], [-0.11, -0.13, -0.16], [-0.03, -0.07, -0.02], [-0.02, -0.03, -0.02], [-0.01, 0.04, -0.04], [0.02, 0.04, -0.01], [0.02, -0.01, -0.01], [0.01, 0.03, -0.01], [-0.01, -0.05, 0.08], [0.02, 0.02, 0.00], [0.01, 0.02, 0.02], [-0.11, -0.05, -0.03], [-0.01, -0.04, 0.03], [0.05, -0.01, 0.05], [-0.02, -0.03, -0.02], [0.00, 0.06, 0.03], [0.01, 0.00, 0.00], [-0.05, 0.03, 0.05], [0.02, 0.01, 0.03], [-0.02, -0.08, 0.02], [-0.01, 0.00, 0.01], [0.01, 0.01, 0.02], [0.00, 0.00, 0.00], [0.01, 0.02, 0.02], [0.00, 0.01, -0.01], [0.00, 0.00, 0.00], [0.00, 0.00, 0.00], [0.01, -0.06, -0.04], [0.00, 0.00, 0.00], [0.00, -0.01, -0.01], [0.00, 0.00, 0.00], [0.00, 0.00, 0.00], [-0.01, 0.00, 0.00], [0.00, 0.00, 0.00], [0.00, 0.00, 0.00], [0.00, 0.00, 0.00]], "mulliken_spin": [2.090, -0.002, 0.004, -0.002, -0.005, 0.000, 0.002, 0.002, 0.000, -0.002, -0.002, -0.025, 0.004, -0.078, -0.015, 0.001, 0.009, 0.011, 0.001, 0.000, -0.006, 0.000, 0.000, 0.019, -0.008, -0.009, -0.001, 0.015, -0.010, -0.001, 0.001, 0.003, 0.004, 0.001, 0.000, -0.001, 0.000, 0.000, 0.000, -0.001, 0.000, 0.000, 0.000, 0.000, 0.000, 0.000, 0.001, 0.000], "orbital_gap_ev": [7.97, 7.99], "total_charge": -1, "multiplicity": 3, "e_above_lowest_kj_mol": 74.37, "homo_energy_ev": [-5.8, -5.9]}